10
Properties=species:S:1:pos:R:3:mulliken_charge:R:1 method="wB97M-V/def2-TZVPD" smiles=Fc1cncn1S largest_force_ev_per_a=3.8 e_homo_ev=-9.1378 homo_lumo_gap_ev=9.483
F 0.54629 -1.16679 1.58987 -0.2453
C -0.13910 -0.55258 0.66507 0.3528
C -1.42001 -0.30064 0.57639 -0.2679
N -1.57575 0.56051 -0.49667 -0.5448
C -0.41670 0.71144 -1.21320 -0.0009
N 0.54641 -0.05497 -0.46124 0.0084
S 2.26040 -0.08715 -0.42449 -0.1525
H -2.17113 -0.87307 1.03307 0.3752
H -0.23772 1.31169 -2.17787 0.3114
H 2.60729 0.45156 0.90908 0.1636


10
Properties=species:S:1:pos:R:3:mulliken_charge:R:1 method="wB97M-V/def2-TZVPD" largest_force_ev_per_a=3.7 e_homo_ev=-9.2307 homo_lumo_gap_ev=8.977
N -1.27371 2.33664 -0.37944 -0.4869
C -0.79306 1.26957 -0.21954 0.5115
N -0.64974 0.12938 0.11639 -0.3675
C 0.21123 -0.90525 -0.09673 0.1703
C 1.51478 -0.83170 -0.32915 -0.5049
S 2.14977 0.87957 -0.47407 -0.0094
F 2.34068 1.43620 1.10041 -0.2605
H -0.73666 3.14939 -0.34501 0.2759
H -0.03961 -1.96115 0.10740 0.2910
H 2.27021 -1.61099 -0.40757 0.3804


8
Properties=species:S:1:pos:R:3:lowdin_spin:R:1 method="wB97M-V/def2-TZVPD" s_squared=2.004 largest_force_ev_per_a=3.6 e_homo_ev="-7.2574 / -10.7011" multiplicity=3 homo_lumo_gap_ev="8.418 / 8.857"
C 0.57685 -1.19771 0.43397 0.0055
C 0.44306 -0.14988 -0.31512 0.0405
C -0.82050 1.75885 0.10518 1.3080
O -0.73970 0.57464 -0.46819 0.3574
F -2.05303 2.22084 -0.09233 0.2787
H 1.50015 -1.74887 0.19236 0.0008
H 1.32743 0.33739 -0.89110 0.0082
H -0.23426 -1.79526 1.03521 0.0008


9
Properties=species:S:1:pos:R:3:mulliken_charge:R:1 method="wB97M-V/def2-TZVPD" largest_force_ev_per_a=5.9 e_homo_ev=-8.5463 homo_lumo_gap_ev=8.821
C -0.42640 0.64009 0.40364 -0.6123
C 0.55653 1.31484 -0.17855 0.6809
C -0.47352 -0.85696 0.17135 -0.2061
O 1.33989 -0.28767 -1.23868 -0.4063
O 0.70692 -1.31733 -0.52123 -0.2078
F 1.35504 2.23315 -0.48713 -0.1703
H -1.15212 0.93491 1.03195 0.4159
H -0.48883 -1.50059 1.09794 0.2492
H -1.41751 -1.16044 -0.27927 0.2567


9
Properties=species:S:1:pos:R:3:lowdin_spin:R:1 method="wB97M-V/def2-TZVPD" s_squared=2.035 largest_force_ev_per_a=9.8 e_homo_ev="-7.4109 / -9.6604" multiplicity=3 homo_lumo_gap_ev="7.673 / 8.310"
C -0.23416 -1.06542 0.72884 0.5318
C 0.20629 0.88877 -1.60846 0.1205
C 0.15931 0.89081 -0.31584 0.5258
O 0.53031 1.96483 -2.18989 0.4560
O 0.18813 -1.05673 1.88813 0.2018
F 0.74652 1.68399 0.59306 0.1166
H -1.05379 -1.65266 0.45615 0.0471
H -0.32791 0.08641 -1.97995 -0.0016
H -0.21468 -1.74001 2.42797 0.0020


10
Properties=species:S:1:pos:R:3:lowdin_spin:R:1 method="wB97M-V/def2-TZVPD" s_squared=12.007 largest_force_ev_per_a=4.7 e_homo_ev="-17.9477 / -17.9575" charge=+2 multiplicity=7 homo_lumo_gap_ev="7.705 / 7.922"
H 1.88266 1.13974 -0.74852 0.0001
F -1.25897 -0.80275 -2.04045 0.0000
O 0.93706 -0.87139 -1.36581 -0.0003
O -0.07077 0.49625 0.10476 -0.0103
C -0.08246 -0.16214 -2.10911 -0.0004
C 0.08333 1.07009 -1.21476 -0.0008
C 1.16511 0.17861 -0.53522 -0.0004
H 0.22748 -0.02928 -3.15148 -0.0001
H -0.31963 2.07692 -1.28419 0.0000
Sm -0.14527 0.53308 2.71114 6.0121


9
Properties=species:S:1:pos:R:3:mulliken_charge:R:1 method="wB97M-V/def2-TZVPD" largest_force_ev_per_a=5.0 e_homo_ev=-8.7587 homo_lumo_gap_ev=7.550
C 1.96832 -1.10051 0.33545 -0.0406
C 2.31290 0.02560 0.09743 -0.0549
C -1.81196 0.16592 0.07526 -0.5699
F 3.26953 0.94508 0.22653 -0.1792
P -2.65084 1.33756 -1.06145 -0.0198
P -0.62743 0.74724 -1.26369 0.0292
H 0.99952 -1.56836 0.59499 0.2556
H -1.38338 0.39312 0.98674 0.3268
H -2.07668 -0.94565 0.00873 0.2528


9
Properties=species:S:1:pos:R:3:mulliken_charge:R:1 method="wB97M-V/def2-TZVPD" smiles="FS/C=C/C=S" largest_force_ev_per_a=4.2 e_homo_ev="-8.5737 / -8.5729" homo_lumo_gap_ev="7.371 / 7.370"
F 2.97071 1.08512 0.84201 -0.2201
S 2.25010 -0.34037 0.65764 0.1623
C 0.74029 0.27920 0.14789 -0.1277
C -0.32067 -0.53654 -0.09016 -0.1233
C -1.51447 -0.08086 -0.56188 -0.3774
S -2.82904 -1.13433 -0.41075 -0.2451
H 0.45096 1.27468 0.30614 0.3241
H -0.17295 -1.56376 -0.07853 0.3271
H -1.57492 1.01686 -0.81238 0.2801


8
Properties=species:S:1:pos:R:3:lowdin_spin:R:1 method="wB97M-V/def2-TZVPD" s_squared=0.768 largest_force_ev_per_a=4.2 e_homo_ev="-14.3071 / -14.2842" charge=+1 multiplicity=2 homo_lumo_gap_ev="7.916 / 5.615"
C 1.40567 -1.17048 -2.40640 0.0060
C 0.84717 -1.80955 -1.54038 0.0072
H 1.86045 -0.55379 -3.16284 -0.0002
H 0.22109 -2.31838 -0.82675 0.0003
C 3.60346 -3.41783 -1.50611 0.4052
O 3.96192 -2.30644 -1.03557 0.1324
Ga 5.16164 -3.66938 -0.29812 0.4020
H 3.09603 -3.38380 -2.50547 0.0471


10
Properties=species:S:1:pos:R:3:mulliken_charge:R:1 method="wB97M-V/def2-TZVPD" largest_force_ev_per_a=7.1 e_homo_ev="-30.9404 / -31.3952" charge=+4 homo_lumo_gap_ev="6.271 / 6.407"
O -2.56706 -1.20365 -0.39562 -0.1445
Ga -1.48390 -2.37056 1.12388 1.4231
O -0.99167 -1.97619 -1.57906 -0.0395
C -1.94734 -1.34537 -1.38039 0.7801
O -0.38451 0.79027 -0.10734 0.1702
C 0.28091 1.40683 0.60457 0.5897
H 1.52549 1.83535 1.39772 0.4874
C 1.62968 1.10736 0.28050 -0.1057
H 1.97235 0.14915 0.69269 0.4389
H 1.96606 1.60682 -0.63697 0.4004


10
Properties=species:S:1:pos:R:3:mulliken_charge:R:1 method="wB97M-V/def2-TZVPD" largest_force_ev_per_a=2.4 e_homo_ev=-9.4521 homo_lumo_gap_ev=8.662
C -1.26685 -0.85558 0.69756 0.1968
C -4.50874 -0.00675 -0.93685 0.1497
C -0.13976 -0.10974 0.13987 -0.5817
N -2.19137 -1.32613 1.18542 -0.3395
O -4.27930 -0.29034 -2.05168 -0.3739
I -4.34409 1.96072 -0.13509 0.0808
I -5.45227 -1.31971 0.50690 0.1125
H -0.19799 -0.38904 -0.96728 0.2540
H -0.44372 0.92589 0.50818 0.2314
H 0.63057 -0.56534 0.72988 0.2698


9
Properties=species:S:1:pos:R:3:mulliken_charge:R:1 method="wB97M-V/def2-TZVPD" largest_force_ev_per_a=2.9 e_homo_ev="-7.6836 / -7.6850" homo_lumo_gap_ev="5.489 / 5.492"
C -0.06444 0.85999 0.06032 -0.2751
C 0.66653 -1.05544 2.83338 -0.1974
C -0.34291 0.04077 -1.19811 -1.1163
I 0.67329 2.68892 -0.67064 -0.0410
I -1.09839 -2.07953 2.48758 0.1647
I 1.61848 -0.12950 1.13202 0.3616
H 0.40059 -0.52952 -1.61918 0.4521
H -0.63254 0.72837 -2.01715 0.3610
H -1.22062 -0.52406 -1.00822 0.2904


11
Properties=species:S:1:pos:R:3:mulliken_charge:R:1 method="wB97M-V/def2-TZVPD" largest_force_ev_per_a=5.9 e_homo_ev=-9.2404 homo_lumo_gap_ev=8.499
C 1.03825 0.05394 -0.18332 0.0458
C -1.50047 -0.36504 0.11673 -0.9246
C -0.34612 0.54814 -0.34459 -0.5131
N 1.37277 -0.75892 0.85792 -0.4552
I 2.46687 1.00093 -1.45811 0.1405
I -1.31558 -2.28913 -0.86434 0.0394
I -0.40980 2.32182 0.84547 0.1835
I 3.25249 -0.93222 1.43459 0.1377
H -1.56143 -0.67127 1.25269 0.3942
H -2.42263 0.22567 -0.32863 0.4204
H -0.57435 0.86608 -1.32842 0.5314


10
Properties=species:S:1:pos:R:3:mulliken_charge:R:1 method="wB97M-V/def2-TZVPD" largest_force_ev_per_a=3.0 e_homo_ev=-8.8890 homo_lumo_gap_ev=8.218
C -0.65096 -0.67897 -0.20018 -0.1342
C -1.53827 0.20167 0.21968 -0.4808
C 0.81440 -0.56284 0.03800 0.2815
N 1.56374 1.69367 -0.67947 -0.5632
N 1.59728 0.70048 0.09058 0.2026
O 1.41125 -1.58181 0.27615 -0.4527
I -3.62321 0.10113 -0.18382 0.0816
H -0.90152 -1.48272 -0.83729 0.3529
H -1.15420 1.11445 0.63315 0.4201
H 2.48150 0.49494 0.64320 0.2922


10
Properties=species:S:1:pos:R:3:mulliken_charge:R:1 method="wB97M-V/def2-TZVPD" largest_force_ev_per_a=7.1 e_homo_ev=-9.5747 homo_lumo_gap_ev=9.695
C -1.81325 -0.89299 -0.04646 0.0490
C 0.20453 0.14991 -0.04604 0.4462
C 1.20897 1.12768 0.32656 -0.8047
N -1.43134 0.21370 0.39652 -0.4568
N 0.31517 -1.01009 -0.58036 -0.1955
O -0.93127 -1.62514 -0.76414 -0.2114
I 3.02097 0.17415 -0.35720 0.0877
H -2.82205 -1.30635 -0.03758 0.3774
H 1.26640 1.21896 1.44249 0.3628
H 0.98188 1.95018 -0.33380 0.3454


10
Properties=species:S:1:pos:R:3:lowdin_spin:R:1 method="wB97M-V/def2-TZVPD" s_squared=2.008 largest_force_ev_per_a=4.1 e_homo_ev="-7.7425 / -9.1650" multiplicity=3 homo_lumo_gap_ev="8.274 / 5.187"
C -0.66717 -0.03495 0.19222 0.4974
C -0.19207 1.45386 0.03126 0.0309
C 0.64861 -0.71589 -0.24920 0.0663
N 0.99355 1.50569 -0.42626 0.0497
N 1.48459 0.23853 -0.53088 0.0800
O 0.78024 -2.03771 -0.14112 0.0068
I -3.08728 0.10342 0.20679 1.2430
H -0.75398 -0.35491 1.28252 0.0274
H -0.81326 2.37047 0.07048 -0.0023
H 1.60676 -2.52851 -0.43582 0.0008


10
Properties=species:S:1:pos:R:3:mulliken_charge:R:1 method="wB97M-V/def2-TZVPD" largest_force_ev_per_a=4.5 e_homo_ev=-8.7449 homo_lumo_gap_ev=9.082
C 0.45548 0.38742 -0.07136 0.8333
C -1.43886 0.08670 0.20496 -0.0458
C 1.33686 -0.81015 -0.15863 -1.1318
N 0.51261 1.63250 0.00976 -0.5391
N -2.01071 1.20424 0.03108 -0.3162
S -1.00181 2.46389 0.04944 0.1405
I -2.49227 -1.62839 0.17253 0.1296
H 1.09363 -1.58420 -0.80365 0.3368
H 2.37027 -0.55772 -0.34437 0.3262
H 1.17479 -1.19429 0.91025 0.2665


10
Properties=species:S:1:pos:R:3:mulliken_charge:R:1 method="wB97M-V/def2-TZVPD" smiles=Cc1nnsc1I largest_force_ev_per_a=5.3 e_homo_ev="-8.5650 / -8.5657" homo_lumo_gap_ev="8.282 / 8.283"
C 1.28921 -0.83022 0.09180 -0.8356
C 0.32009 0.29838 0.04458 0.5322
N 0.47530 1.53129 0.14141 -0.1626
N -0.52485 2.35915 0.06543 -0.4891
S -2.04829 1.59292 -0.15024 0.1204
C -1.49372 0.05687 -0.16868 -0.1751
I -2.41482 -1.72392 -0.32799 0.2205
H 1.71625 -0.94756 -0.86256 0.2481
H 2.06816 -0.65997 0.82797 0.3026
H 0.61267 -1.67695 0.33828 0.2386


10
Properties=species:S:1:pos:R:3:lowdin_spin:R:1 method="wB97M-V/def2-TZVPD" s_squared=2.009 largest_force_ev_per_a=4.0 e_homo_ev="-5.1851 / -8.7818" multiplicity=3 homo_lumo_gap_ev="5.522 / 6.616"
C 1.09909 0.30332 -0.50645 0.2802
C 1.95026 0.38787 0.58579 0.1333
C 1.18456 -0.01276 1.73020 0.2822
N -0.12614 -0.10364 -0.11293 0.3166
N -0.16883 -0.21808 1.28235 0.2303
S 1.76928 -0.43450 3.18624 0.6868
I 3.91384 1.13619 0.57291 0.0149
H 1.39849 0.26476 -1.60313 0.0217
H -0.92371 0.15478 -0.75017 0.0161
H -0.96502 -0.77131 1.85882 0.0180


8
Properties=species:S:1:pos:R:3:mulliken_charge:R:1 method="wB97M-V/def2-TZVPD" smiles="I[C@@H]1C=CO1" largest_force_ev_per_a=4.3 e_homo_ev=-9.2276 homo_lumo_gap_ev=9.533
I 1.68246 -1.17383 1.79311 0.0212
C -0.05059 -0.75423 0.56563 -0.2707
C 0.20069 0.13589 -1.02746 -0.2633
C -0.38223 1.08851 -0.28399 -0.1925
O -0.64118 0.49633 0.89391 -0.3307
H -0.74944 -1.66574 0.64230 0.3264
H 0.53438 -0.19383 -2.00042 0.3117
H -0.59409 2.06691 -0.58307 0.3979